66
Properties=species:S:1:pos:R:3:mulliken_charge:R:1 method="wB97M-V/def2-TZVPD" charge=-1 energy_ha=-1760.22713 lumo_energy_ev=2.4467 homo_energy_ev=-7.0
N -0.13738 0.00083 0.03962 0.586
O -1.24928 0.40926 0.18127 -0.760
O 0.70083 0.30245 0.85142 -0.442
O 0.18768 -0.62070 -1.01203 -0.368
C 1.01865 0.64462 -3.71571 0.217
O 1.77093 0.44969 -4.87964 -0.601
H 0.03381 0.18988 -3.82238 0.085
H 1.60111 0.17365 -2.92386 -0.311
H 0.96909 1.71803 -3.53280 0.239
H 2.33949 -0.31182 -4.74381 0.322
C 3.91426 0.06825 -0.96783 0.124
O 4.95880 -0.90395 -1.00066 -0.581
H 3.09383 -0.00044 -0.25349 -0.191
H 4.27218 1.09194 -0.85803 0.353
H 3.37113 -0.04483 -1.90608 0.033
H 4.75929 -1.81999 -0.79412 0.310
C 3.51118 -1.10291 2.68314 -0.536
O 2.17592 -1.55004 2.38331 -0.586
H 3.67321 -0.13531 2.20816 0.217
H 3.71901 -1.10393 3.75314 0.253
H 4.16564 -1.87983 2.28793 0.261
H 1.74817 -0.86146 1.86903 0.237
C -2.85218 1.26986 3.10919 -0.645
O -3.20666 1.27618 1.75365 -0.537
H -3.70978 0.95185 3.70205 0.319
H -2.07417 0.56664 3.40632 0.221
H -2.62143 2.31511 3.31488 0.257
H -2.40930 1.02895 1.27962 0.498
C -2.67177 -1.52548 -3.23234 -0.373
O -1.52794 -2.22924 -2.80144 -0.558
H -3.48680 -2.13384 -3.62441 0.274
H -2.91275 -0.92895 -2.35247 0.048
H -2.46626 -0.89362 -4.09640 0.267
H -0.84980 -1.65984 -2.43062 0.325
C -1.00609 3.86875 -0.81069 0.503
O -0.89987 4.97525 -1.32529 -0.745
N -1.56974 2.83375 -1.33846 -0.193
N -0.60438 3.63479 0.42738 -0.143
H -1.34777 1.96167 -0.87988 0.016
H -1.94405 2.89849 -2.27430 0.211
H -0.26026 4.33345 1.07046 0.214
H -0.98569 2.78193 0.81122 0.033
C -4.89740 -1.43677 0.13270 0.554
O -5.76367 -2.24511 -0.11163 -0.714
N -4.83098 -0.17814 -0.36774 -0.240
N -3.75918 -1.72941 0.70272 -0.226
H -4.12196 0.45479 -0.02599 0.159
H -5.73811 0.13130 -0.68629 0.212
H -3.02331 -1.03988 0.64676 0.069
H -3.72810 -2.60655 1.20248 0.174
C 1.61235 2.58464 3.82156 0.587
O 1.72168 3.43893 4.67123 -0.726
N 1.89184 2.77289 2.57282 -0.232
N 1.16440 1.37049 4.06240 -0.250
H 1.67342 2.12322 1.83098 0.100
H 2.28399 3.66749 2.31588 0.194
H 0.63558 1.17883 4.90128 0.221
H 1.07328 0.71521 3.29924 0.106
C 1.75237 -4.07656 -0.82662 0.670
O 2.43339 -4.92680 -0.20421 -0.786
N 1.29662 -4.18735 -2.03520 -0.289
N 1.67991 -2.86911 -0.31798 0.113
H 1.29915 -5.08478 -2.49856 0.214
H 0.82731 -3.36937 -2.39681 0.142
H 2.00099 -2.63647 0.61094 0.078
H 1.32573 -2.09044 -0.85493 0.013


31
Properties=species:S:1:pos:R:3:mulliken_charge:R:1 method="wB97M-V/def2-TZVPD" charge=+1 energy_ha=-2926.48237 lumo_energy_ev="-8.2865 / -8.2728" homo_energy_ev="-10.7 / -10.7"
Ce 1.08955 1.12593 -0.14492 0.907
O -1.24025 -5.47297 -2.60362 -0.642
C -0.14495 -4.95977 -2.73942 0.493
O 0.86785 -5.21467 -3.36432 -0.647
C -0.02785 -3.54667 -1.94132 0.310
C -1.15605 -2.97277 -1.37252 -0.984
C -1.08325 -1.68417 -0.87492 -0.030
N 0.04245 -0.95117 -0.91872 -0.238
C 1.15515 -1.53937 -1.47632 0.149
C 1.16165 -2.81877 -1.98002 -0.739
C 2.21345 -0.45417 -1.33532 1.529
O 2.79005 -0.37067 -0.22112 -0.476
O 2.03985 0.57973 -2.04592 -0.504
H -2.06915 -3.55027 -1.35392 0.489
H -1.94385 -1.18657 -0.43032 0.521
H 2.03635 -3.27797 -2.42192 0.528
F 1.14035 2.02893 4.81798 -0.152
C 0.27805 1.39413 4.05248 0.624
F 0.57395 0.10353 4.02948 -0.164
F -0.94125 1.56403 4.51748 -0.148
S 0.41705 1.94013 2.26498 1.134
O 1.80625 1.84273 1.88778 -0.456
O -0.35115 0.97083 1.49128 -0.386
N -0.20235 3.37463 2.13478 -0.478
S -0.30705 3.85783 0.63128 1.084
O -0.59175 5.22613 0.48548 -0.530
O 0.73705 3.26073 -0.18692 -0.366
C -1.82155 2.89503 -0.06612 0.781
F -1.32535 1.88623 -0.88302 -0.233
F -2.54875 2.30063 0.86348 -0.186
F -2.59455 3.64893 -0.81572 -0.188


22
Properties=species:S:1:pos:R:3:mulliken_spin:R:1 method="wB97M-V/def2-TZVPD" s2=12.019 charge=+4 multiplicity=7 energy_ha=-2732.36095 lumo_energy_ev="-17.4189 / -16.6371" homo_energy_ev="-21.5 / -21.5"
Sm -1.85657 4.01142 -1.12845 5.083
Ce 0.12451 -0.55633 0.07029 1.016
Cl -2.69042 3.47086 1.13921 -0.067
Cl 1.70948 0.49636 -1.57874 -0.013
C 0.96318 -2.82797 -0.58764 -0.001
C -3.96592 3.18026 -1.56153 -0.013
C -1.89128 2.07097 -2.48765 -0.009
O 1.47193 -3.72259 -1.12337 0.001
O -4.88174 2.49557 -1.75354 0.003
O -2.04331 1.13510 -3.15546 0.004
N 2.57238 -0.10917 7.16669 0.000
C 2.24647 -0.02463 6.04443 0.000
C 1.84743 0.06878 4.65902 0.000
C 0.92635 -0.83817 4.14741 0.001
C 0.57480 -0.77961 2.80216 0.001
N 1.10219 0.18935 1.99219 -0.003
C 2.00442 1.09359 2.48969 0.000
C 2.38135 1.05533 3.81921 0.000
H 0.47533 -1.60073 4.78297 0.000
H -0.15518 -1.50077 2.37485 -0.002
H 2.38167 1.81905 1.77047 0.000
H 3.08934 1.78098 4.21312 0.000


22
Properties=species:S:1:pos:R:3:mulliken_spin:R:1 method="wB97M-V/def2-TZVPD" s2=12.059 charge=+4 multiplicity=7 energy_ha=-2647.19679 lumo_energy_ev="-17.1718 / -21.7324" homo_energy_ev="-23.5 / -24.8"
Ir 0.33501 -1.30595 -3.41390 1.156
V -0.29439 -0.60692 -1.32143 2.522
Cl 1.25406 -2.29786 -1.44201 0.017
Cl -1.81703 0.76611 -2.24487 0.078
C 0.99994 0.72389 -1.29226 -0.060
C 0.16424 -2.92085 -4.43117 0.109
C -0.41146 -0.18303 -4.70460 -0.020
O 1.72676 1.57035 -0.94120 0.160
O 0.05714 -3.76508 -5.22413 0.000
O -0.90501 0.39187 -5.59533 0.044
N -1.04230 3.48206 3.39901 0.573
C -0.94806 2.34863 3.11523 0.286
C -0.81225 0.97144 2.69904 0.086
C -0.64737 -0.11120 3.57549 0.212
C -0.35293 -1.36440 3.03427 0.301
C -0.16719 -1.48219 1.65669 0.318
N -0.43114 -0.46125 0.81090 -0.070
C -0.71877 0.75956 1.32712 0.266
H -0.74232 0.04337 4.65126 0.003
H -0.25298 -2.26168 3.64975 0.009
H 0.19261 -2.42429 1.23970 0.004
H -0.79653 1.61263 0.64700 0.007


22
Properties=species:S:1:pos:R:3:mulliken_charge:R:1 method="wB97M-V/def2-TZVPD" charge=+4 energy_ha=-3595.53796 lumo_energy_ev=-16.5880 homo_energy_ev=-21.8
Lu -2.82895 3.24411 -2.78849 1.619
Sc -0.07542 -0.64519 -1.24713 1.024
Cl -3.58907 2.85388 -0.60622 -0.266
Cl 0.87093 1.02869 -2.43075 -0.283
C 1.72418 -1.71599 -1.68617 0.480
C -4.50506 1.91239 -3.75671 0.301
C -2.13403 1.97804 -4.52314 0.242
O 2.71147 -2.00286 -2.21830 0.064
O -5.19819 0.99846 -3.90978 0.036
O -1.75816 1.25111 -5.34195 0.034
N 3.24675 -1.77481 4.98044 -0.158
C 2.54532 -1.40326 4.12139 -0.438
C 1.69875 -0.97642 3.03316 0.899
C 0.90546 -1.89768 2.36082 -0.544
C 0.15118 -1.50708 1.27488 -0.231
N 0.27903 -0.23121 0.78242 -0.011
C 0.92758 0.71780 1.52274 -0.417
C 1.68108 0.36105 2.61850 -0.251
H 0.90503 -2.94023 2.67771 0.518
H -0.61982 -2.14030 0.82145 0.519
H 0.80058 1.76470 1.16986 0.368
H 2.26135 1.12480 3.14529 0.497


Copy entry 4 word for word.
22
Properties=species:S:1:pos:R:3:mulliken_spin:R:1 method="wB97M-V/def2-TZVPD" s2=12.059 charge=+4 multiplicity=7 energy_ha=-2647.19679 lumo_energy_ev="-17.1718 / -21.7324" homo_energy_ev="-23.5 / -24.8"
Ir 0.33501 -1.30595 -3.41390 1.156
V -0.29439 -0.60692 -1.32143 2.522
Cl 1.25406 -2.29786 -1.44201 0.017
Cl -1.81703 0.76611 -2.24487 0.078
C 0.99994 0.72389 -1.29226 -0.060
C 0.16424 -2.92085 -4.43117 0.109
C -0.41146 -0.18303 -4.70460 -0.020
O 1.72676 1.57035 -0.94120 0.160
O 0.05714 -3.76508 -5.22413 0.000
O -0.90501 0.39187 -5.59533 0.044
N -1.04230 3.48206 3.39901 0.573
C -0.94806 2.34863 3.11523 0.286
C -0.81225 0.97144 2.69904 0.086
C -0.64737 -0.11120 3.57549 0.212
C -0.35293 -1.36440 3.03427 0.301
C -0.16719 -1.48219 1.65669 0.318
N -0.43114 -0.46125 0.81090 -0.070
C -0.71877 0.75956 1.32712 0.266
H -0.74232 0.04337 4.65126 0.003
H -0.25298 -2.26168 3.64975 0.009
H 0.19261 -2.42429 1.23970 0.004
H -0.79653 1.61263 0.64700 0.007